[1]
C29H44AsN8ORuS2 as an isolated structure in a non-equilibrium geometry. Source: the OMol25 dataset; level of theory: ωB97M-V/def2-TZVPD.

Geometry as XYZ:
```
86
Properties=species:S:1:pos:R:3:lowdin_charge:R:1
Ru 16.11785 11.47519 12.62745 0.90
C 16.69761 13.14293 15.29803 -0.08
N 16.43197 11.77139 14.81690 -0.38
C 15.44208 11.25441 15.73106 -0.13
C 17.65129 10.85195 15.00248 -0.17
C 18.74978 11.37368 14.07458 -0.19
N 18.27461 11.29320 12.66563 -0.36
C 18.61283 9.84667 12.27409 -0.08
C 18.96147 12.20243 11.70785 -0.07
H 17.21926 13.08123 16.27562 0.11
H 15.71149 13.63566 15.41324 0.11
H 17.33896 13.60850 14.52830 0.07
H 15.85262 11.40772 16.75988 0.11
H 15.17439 10.25116 15.45159 0.06
H 14.52272 11.85377 15.64412 0.09
H 17.35977 9.82318 14.76149 0.10
H 18.00427 10.82865 16.01935 0.12
H 19.71019 10.82500 14.25243 0.14
H 18.97054 12.41493 14.31382 0.12
H 19.66700 9.56060 12.28638 0.10
H 18.23893 9.70136 11.26610 0.06
H 17.97725 9.15968 12.86064 0.06
H 20.05857 12.21440 11.87323 0.11
H 18.54826 13.20816 11.65496 0.07
H 18.82013 11.72823 10.73318 0.07
C 14.06126 13.76114 12.14024 -0.13
C 15.53513 13.45176 12.36239 -0.51
O 16.36698 14.39111 12.44515 -0.08
H 13.91620 14.59451 11.48053 0.08
H 13.65472 13.91015 13.16978 0.10
H 13.45719 12.98546 11.76514 -0.05
S 14.70720 10.99008 7.94495 1.01
C 15.93931 10.81211 9.14424 -0.50
N 16.44063 11.93220 9.64137 0.01
C 16.03179 13.01744 8.92986 -0.33
C 16.66112 14.30797 8.89790 0.00
C 16.59853 15.01975 7.71317 -0.05
C 15.64517 14.61452 6.72416 -0.08
C 14.79113 13.54695 6.86890 -0.11
C 15.03236 12.73380 7.98360 -0.44
H 16.22149 9.81804 9.55274 0.05
H 17.24170 14.63534 9.78068 0.11
H 17.20250 15.93916 7.54567 0.12
H 15.60049 15.20365 5.80936 0.11
H 14.07762 13.30117 6.07176 0.12
C 15.56990 7.26613 11.26915 -0.21
As 14.01655 8.38592 11.83858 0.86
C 12.63332 8.34457 10.46697 -0.29
C 13.18918 7.78965 13.56136 -0.26
S 14.12323 10.60988 12.20330 0.18
H 15.20950 6.23355 11.03637 0.06
H 16.34820 7.19369 12.06496 0.04
H 15.92811 7.72462 10.31707 0.03
H 11.73775 8.87453 10.83976 0.03
H 12.32320 7.32112 10.09006 0.06
H 13.09280 8.95027 9.65840 0.00
H 12.76037 6.76460 13.45262 0.05
H 12.63765 8.62107 14.05420 0.04
H 14.14848 7.73347 14.13476 0.03
C 8.55764 15.63467 10.07671 -0.01
C 9.02276 14.38515 10.65120 -0.34
N 10.10547 14.10852 11.28796 0.12
C 10.09310 12.78280 11.64793 -0.11
C 8.91550 12.18542 11.25783 -0.06
N 8.23508 13.17972 10.50799 -0.03
C 6.83583 13.10490 10.13010 -0.08
N 6.27779 11.83930 9.69865 -0.01
N 4.89081 11.81430 9.53910 0.14
N 4.56741 10.67409 9.00379 0.14
C 5.71282 10.04355 8.57383 -0.18
C 5.96392 9.08213 7.60792 0.07
C 7.24283 8.88886 7.07475 0.02
C 8.40004 9.62093 7.47670 0.00
C 8.19897 10.68584 8.37817 0.08
C 6.85822 10.86208 8.93042 -0.09
H 9.24616 16.38096 10.50518 0.11
H 7.54528 15.92440 10.32933 0.09
H 8.70021 15.64059 8.98093 0.10
H 10.97798 12.31598 12.07451 0.09
H 8.49407 11.20970 11.31024 0.10
H 6.73010 13.76982 9.24838 0.16
H 6.11399 13.38928 10.92660 0.16
H 5.15263 8.42593 7.25844 0.15
H 7.34610 8.11839 6.32686 0.13
H 9.36326 9.41340 7.04534 0.12
H 8.98302 11.42433 8.64942 0.13
```

The total energy comes out at -129824.1315 eV. The spin multiplicity is 6. The lowest unoccupied orbital energy (alpha / beta) comes out at -6.2 / -9.7 eV. For the orbital gap (alpha / beta), the calculation gives 3.64 / 2.12 eV. The relative energy (zero: lowest compared OMol25 entry of this formula, charge and spin) comes out at 246.0 kJ/mol. As for the charge: +2.

***

[2]
C35H19ClF2IrN8O2 as an isolated structure. Source: the OMol25 dataset; level of theory: ωB97M-V/def2-TZVPD.

Geometry as XYZ:
```
68
Properties=species:S:1:pos:R:3:lowdin_charge:R:1
Ir 0.24553 -0.53114 0.06549 1.43
C -2.90509 -0.71828 -5.77568 -0.09
C -1.62760 -0.94583 -6.29155 -0.09
C -0.51055 -0.96752 -5.46888 -0.01
C -0.71766 -0.78839 -4.11153 -0.10
C 0.19683 -0.69508 -2.97291 -0.26
N 1.46828 -0.48889 -3.11474 0.21
C 2.28389 -0.12733 -2.11284 -0.28
C 3.69736 0.06757 -2.30122 -0.11
C 4.50769 0.03759 -3.43478 -0.02
C 5.85942 0.25749 -3.26378 -0.10
C 6.40082 0.49592 -1.98878 -0.10
C 5.60358 0.51862 -0.86283 -0.02
C 4.23664 0.30324 -1.03001 -0.10
C 3.13730 0.25284 -0.10304 -0.27
N 3.29389 0.37801 1.20650 0.21
C 2.31963 0.37912 2.07581 -0.27
N 0.97736 0.19346 1.81180 0.01
C 0.26242 0.76466 2.79815 -0.26
N -1.02592 1.11979 2.81598 0.21
C -1.79120 1.13756 1.75768 -0.29
N -1.47606 0.83964 0.46327 0.05
C -2.61719 0.68540 -0.23038 -0.28
N -2.79816 0.18599 -1.43975 0.21
C -1.82394 -0.34060 -2.15881 -0.26
N -0.55232 -0.62532 -1.81190 0.02
C -1.98962 -0.55595 -3.59928 -0.10
C -3.10349 -0.50182 -4.41944 -0.01
C -3.75904 1.08358 0.60036 -0.10
C -5.12210 1.12713 0.35603 -0.01
C -5.94621 1.49748 1.40798 -0.09
C -5.42142 1.79548 2.66791 -0.09
C -4.05809 1.72900 2.91491 -0.02
C -3.23523 1.37705 1.85685 -0.10
C 1.16109 1.11714 3.88884 -0.10
C 0.92754 1.66807 5.14347 -0.02
C 2.02642 1.92950 5.94231 -0.10
C 3.32755 1.67761 5.48715 -0.10
C 3.56251 1.15758 4.22753 -0.02
C 2.45868 0.86230 3.43529 -0.10
N 1.97774 0.04415 -0.80955 -0.01
H -3.75264 -0.70628 -6.44981 0.09
H -1.50993 -1.10297 -7.35679 0.10
H 0.48493 -1.12212 -5.86278 0.11
H 4.07899 -0.15785 -4.40878 0.11
H 6.52074 0.24412 -4.12158 0.09
H 7.46764 0.65967 -1.89481 0.09
H 6.01814 0.69170 0.12157 0.11
H -4.08271 -0.30422 -4.00500 0.11
H -5.51667 0.86699 -0.61698 0.11
H -7.01791 1.54556 1.25956 0.10
H -6.09763 2.07108 3.46793 0.10
H -3.64217 1.93252 3.89274 0.11
H -0.08246 1.87769 5.46963 0.11
H 1.88637 2.34290 6.93358 0.09
H 4.16437 1.90229 6.13734 0.09
H 4.56622 0.98188 3.86412 0.11
Cl -4.41267 -3.71102 1.29552 0.54
C -2.99921 -2.80356 1.88118 -0.49
C -2.03255 -2.38918 0.76181 -0.71
O -2.12880 -2.80774 -0.37346 0.02
O -1.17761 -1.54606 1.23819 -0.19
H -2.47519 -3.43726 2.59217 0.07
H -3.36431 -1.92083 2.39969 0.07
F 1.81899 -2.66876 -1.13803 -0.04
C 1.18804 -2.30508 0.04373 -0.42
F 2.18285 -2.43211 1.00622 -0.04
H 0.46391 -3.09819 0.24139 0.09
```

The total energy comes out at -73421.9260 eV. The lowest unoccupied orbital energy (alpha / beta) comes out at 1.2 / 1.2 eV. For the orbital gap (alpha / beta), the calculation gives 4.99 / 4.99 eV. The relative energy (zero: lowest compared OMol25 entry of this formula, charge and spin) comes out at 0.0 kJ/mol. As for the charge: -1.

***

[3]
CH2I2S as an isolated structure in a non-equilibrium geometry. Source: the OMol25 dataset; level of theory: ωB97M-V/def2-TZVPD.

Geometry as XYZ:
```
6
Properties=species:S:1:pos:R:3:lowdin_charge:R:1
C 0.60371 -0.05903 0.92620 -1.29
S -1.88681 0.16571 -2.21499 0.25
I 0.86522 -1.25875 -0.75614 0.72
I 2.14704 0.20930 2.27171 0.70
H -0.35099 -0.32091 1.53850 -0.03
H -1.37818 1.26369 -1.76529 -0.35
```

The total energy comes out at -28102.2707 eV. The lowest unoccupied orbital energy (alpha / beta) comes out at -2.2 / -1.4 eV. For the orbital gap (alpha / beta), the calculation gives 6.51 / 8.04 eV. The relative energy (zero: lowest compared OMol25 entry of this formula, charge and spin) comes out at 308.2 kJ/mol.

***

[4]
C14H11N5Se4Sn as an isolated structure. Source: the OMol25 dataset; level of theory: ωB97M-V/def2-TZVPD.

Geometry as XYZ:
```
35
Properties=species:S:1:pos:R:3:lowdin_charge:R:1
Sn 1.49261 0.66008 0.85709 1.28
N -2.14424 2.54204 -1.22105 0.16
C -1.20715 2.26025 -0.34156 -0.15
N -0.54054 1.12540 -0.30480 -0.04
C -0.86928 0.12302 -1.22466 -0.28
N -0.34025 -1.05662 -1.15101 0.10
N 0.51626 -1.16457 -0.07139 -0.16
C 0.72217 -2.33966 0.38744 -0.01
C 1.51071 -2.49646 1.61355 -0.26
C 1.78382 -3.73979 2.14483 0.03
C 2.50030 -3.80657 3.33841 0.01
C 2.91143 -2.63445 3.94097 0.00
C 2.59923 -1.42162 3.33503 -0.10
N 1.91111 -1.34961 2.20070 -0.05
C -1.83948 0.41703 -2.26952 -0.08
C -2.15506 -0.49825 -3.27850 0.01
C -3.09966 -0.16958 -4.22615 -0.03
C -3.74327 1.07001 -4.18319 -0.02
C -3.44521 1.98811 -3.19614 0.01
C -2.49130 1.64771 -2.24712 -0.16
H -2.60825 3.43841 -1.16706 0.18
H -0.98497 3.02846 0.39106 0.10
H 0.27277 -3.19888 -0.10241 0.15
H 1.44836 -4.63515 1.63975 0.14
H 2.72811 -4.76505 3.78459 0.13
H 3.46408 -2.64142 4.86939 0.13
H 2.91215 -0.48741 3.78683 0.07
H -1.65193 -1.45411 -3.29998 0.12
H -3.34672 -0.87430 -5.00744 0.12
H -4.48404 1.31705 -4.93115 0.13
H -3.93970 2.95039 -3.16307 0.13
Se 1.68528 4.00879 0.75760 -0.01
Se 2.80701 5.52064 1.87605 0.14
Se 4.03247 4.36965 3.40320 0.15
Se 3.59315 2.26647 3.05971 0.03
```

The total energy comes out at -289349.0957 eV. The lowest unoccupied orbital energy (alpha / beta) comes out at -8.2 / -8.2 eV. For the orbital gap (alpha / beta), the calculation gives 5.61 / 5.61 eV. The relative energy (zero: lowest compared OMol25 entry of this formula, charge and spin) comes out at 50.2 kJ/mol. As for the charge: +2.

***

[5]
One molecule with the formula C6H5NO in a non-equilibrium geometry. Source: the OMol25 dataset; level of theory: ωB97M-V/def2-TZVPD.

Geometry as XYZ:
```
13
Properties=species:S:1:pos:R:3:lowdin_charge:R:1
O 0.21975 2.42909 1.80817 0.12
C -0.07054 1.59043 1.00429 -0.27
C -1.13694 1.31994 -0.11320 -0.01
N -0.40197 0.08536 -0.34746 -0.10
C -0.27968 -1.10662 -1.02936 -0.06
C 0.84921 -1.67322 -0.52199 -0.08
C 1.33119 -0.86049 0.57482 -0.03
C 0.49594 0.21704 0.66894 -0.15
H -2.18599 1.12597 0.19370 0.13
H -1.14122 2.00238 -0.99848 0.13
H -1.05731 -1.33995 -1.75169 0.12
H 1.29308 -2.63027 -0.78573 0.10
H 2.08447 -1.15967 1.29800 0.10
```

The total energy comes out at -9838.5983 eV. The lowest unoccupied orbital energy comes out at 0.7 eV. For the orbital gap, the calculation gives 9.73 eV. As for the SMILES: O=C1Cn2cccc21. The relative energy (zero: lowest compared OMol25 entry of this formula, charge and spin) comes out at 58.8 kJ/mol.

***

[6]
C21H92KNO28 as an isolated structure in a non-equilibrium geometry. Source: the OMol25 dataset; level of theory: ωB97M-V/def2-TZVPD.

Geometry as XYZ:
```
143
Properties=species:S:1:pos:R:3:lowdin_charge:R:1
K 9.37168 0.33836 -10.45844 0.93
N 4.16336 0.54987 -9.17763 -0.64
O 4.43266 0.37535 -7.97847 0.00
O 4.90580 0.27255 -10.05620 0.01
O 3.09987 0.99451 -9.45186 0.02
O 7.61837 3.36115 -4.88826 -0.06
H 6.70262 3.11825 -5.02475 -0.02
H 7.57838 4.20904 -4.44586 0.05
O 6.97278 -1.84215 -7.85883 -0.04
H 6.45426 -1.03909 -7.90853 0.00
H 6.71086 -2.34504 -8.63002 0.00
O 8.41543 0.74301 -13.16287 -0.12
H 7.82174 1.38595 -13.55066 0.01
H 7.98506 -0.09950 -13.30846 -0.02
O 7.07126 -1.63451 -12.94506 -0.04
H 6.52027 -1.80070 -12.18020 -0.02
H 7.13077 -2.48171 -13.38660 0.06
O 5.60637 -2.33111 -10.92250 -0.04
H 4.66980 -2.52862 -10.91529 0.01
H 5.68029 -1.50136 -10.45104 0.03
O 7.59676 1.66359 -8.81998 -0.11
H 8.00195 2.53067 -8.80510 0.04
H 6.69003 1.81784 -8.55488 0.01
O 3.70182 -1.54575 -13.75663 -0.03
H 3.26955 -2.05169 -13.06859 0.00
H 4.52065 -2.01374 -13.92017 0.04
O 3.86261 1.17231 -2.73799 -0.03
H 3.07900 0.78168 -2.35122 0.06
H 4.40076 0.42432 -2.99708 0.02
O 5.65703 -5.23455 -10.78416 -0.05
H 6.49972 -5.07972 -10.35739 0.03
H 5.28335 -4.36114 -10.90144 -0.02
O 4.38659 2.70078 -11.60226 -0.03
H 4.27870 3.36284 -10.91942 0.02
H 4.38493 1.86758 -11.13109 0.01
O 2.03550 3.09881 -13.39271 -0.06
H 1.28404 2.74627 -12.91599 -0.02
H 2.73174 3.15169 -12.73797 -0.02
O 4.93328 2.59203 -4.76711 -0.04
H 4.46654 2.22697 -5.51885 0.03
H 4.46471 2.25131 -4.00514 0.00
O 7.95516 0.56624 -4.63806 -0.06
H 7.95634 1.52165 -4.69656 -0.03
H 7.64735 0.38049 -3.75094 0.02
O 0.57056 4.30367 -9.50882 -0.04
H 0.46904 3.37650 -9.29367 -0.01
H 0.32259 4.36451 -10.43134 0.05
O 2.15786 1.29158 -6.28638 -0.03
H 1.35905 1.76697 -6.51469 0.05
H 2.71305 1.36863 -7.06231 -0.01
O 0.47184 1.53319 -9.02354 -0.05
H -0.07236 0.93756 -8.50847 0.03
H 1.35961 1.18732 -8.93153 0.00
O 0.91708 -0.91833 -4.89492 -0.04
H 1.52076 -1.34675 -4.28808 0.02
H 1.36156 -0.10780 -5.14339 0.00
O 3.41702 0.64176 -15.33959 -0.06
H 4.15765 1.23763 -15.22718 -0.02
H 3.50743 0.00939 -14.62672 -0.03
C 2.00975 -5.24951 -10.75728 -0.05
C 2.20997 -3.76072 -10.94681 -0.43
C 2.63968 -2.99325 -9.66722 -0.01
O 3.25055 -3.56493 -11.92733 -0.08
H 2.98820 -5.72982 -10.75239 0.07
H 1.33730 -5.66425 -11.50820 0.08
H 1.60529 -5.58145 -9.80107 0.09
H 1.20977 -3.42452 -11.22006 0.11
H 2.92646 -1.97658 -9.93599 0.07
H 3.48210 -3.46172 -9.15831 0.07
H 1.87417 -3.05386 -8.89364 0.09
H 3.09534 -4.19032 -12.63894 0.12
C 4.46841 -5.61140 -7.17012 -0.08
C 5.80319 -6.18324 -6.97187 -0.49
C 6.54426 -5.32541 -5.92296 -0.04
O 5.77318 -7.52655 -6.50774 -0.04
H 4.04676 -6.02534 -8.08608 0.08
H 4.53555 -4.52646 -7.25069 0.07
H 3.72779 -5.83088 -6.40109 0.09
H 6.18883 -6.20103 -7.99122 0.13
H 6.74672 -4.35905 -6.38477 0.06
H 7.53663 -5.66412 -5.62534 0.07
H 6.07129 -5.11562 -4.96359 0.07
H 6.69018 -7.72278 -6.30227 0.08
C 5.33110 4.32017 -7.81579 -0.02
C 3.84545 4.01301 -7.99562 -0.49
C 3.10116 4.92701 -7.09812 -0.06
O 3.41442 4.28209 -9.32357 -0.04
H 5.52410 5.38683 -7.93020 0.10
H 5.87081 3.81558 -8.61715 0.06
H 5.64062 3.86452 -6.87521 0.06
H 3.59085 2.99094 -7.71517 0.10
H 3.06059 5.94802 -7.47757 0.10
H 3.42628 5.04677 -6.06465 0.09
H 2.06689 4.58343 -7.11691 0.08
H 2.45662 4.21737 -9.31949 0.04
C -2.45821 -1.10294 -6.64248 -0.05
C -1.25495 -1.64967 -7.46275 -0.41
C -1.62690 -2.19444 -8.90382 -0.04
O -0.18400 -0.68060 -7.50759 -0.08
H -3.29355 -1.79927 -6.56876 0.07
H -2.81060 -0.12027 -6.95597 0.08
H -2.26897 -0.91477 -5.58566 0.07
H -0.90308 -2.58432 -7.02605 0.12
H -2.16858 -1.36592 -9.36014 0.07
H -2.22409 -3.10551 -8.94101 0.08
H -0.81520 -2.42359 -9.59428 0.04
H 0.30208 -0.86987 -6.70168 0.04
C 6.43159 4.26417 -14.31247 -0.05
C 5.49996 3.22037 -14.86251 -0.55
C 5.63287 3.01286 -16.35756 -0.03
O 5.74285 2.09374 -14.12905 -0.05
H 7.44321 3.85932 -14.28338 0.08
H 6.15281 4.35546 -13.26269 0.07
H 6.43946 5.26905 -14.73467 0.09
H 4.50530 3.62321 -14.67157 0.14
H 5.47129 3.95011 -16.89006 0.09
H 4.85837 2.37041 -16.77651 0.07
H 6.62233 2.60388 -16.56197 0.09
H 5.51740 2.35350 -13.23278 0.06
C -0.14229 0.35621 -14.05113 -0.04
C -0.26973 0.32051 -12.52754 -0.44
C 0.53843 -0.74771 -11.80198 -0.03
O 0.07267 1.65497 -12.11592 -0.07
H -0.69580 1.23708 -14.37636 0.09
H -0.54808 -0.45487 -14.65576 0.08
H 0.91363 0.41681 -14.31470 0.07
H -1.33498 0.19647 -12.33269 0.13
H 1.35714 -1.02662 -12.46531 0.07
H -0.05618 -1.63607 -11.58901 0.06
H 1.03871 -0.43593 -10.88513 0.07
H -0.01100 1.57099 -11.16327 0.05
C 3.91071 -3.59246 -2.84406 -0.04
C 4.91418 -2.54819 -3.33282 -0.53
C 4.54690 -1.75249 -4.54740 -0.03
O 5.32418 -1.79664 -2.23250 -0.04
H 3.67924 -4.19043 -3.72551 0.07
H 2.99611 -3.10819 -2.50184 0.08
H 4.29639 -4.26460 -2.07752 0.08
H 5.80019 -3.12567 -3.59666 0.12
H 5.28833 -1.00396 -4.82687 0.09
H 3.55689 -1.35050 -4.33202 0.06
H 4.50727 -2.41172 -5.41454 0.08
H 6.28062 -1.83015 -2.15698 0.10
```

The total energy comes out at -98413.9814 eV. The lowest unoccupied orbital energy comes out at -1.0 eV. For the orbital gap, the calculation gives 8.13 eV.